Density functional theory data (ωB97M-V/def2-TZVPD) for a molecular structure, C5H16N4 at a distorted geometry.

The geometry in XYZ format:
```
25
Properties=species:S:1:pos:R:3:forces:R:3:mulliken_charge:R:1
C -1.3350 0.0561 -0.3937 0.523 -1.536 0.425 1.76
C -1.5380 -0.4065 -1.8210 0.131 -0.201 0.089 -1.62
C -0.7519 1.3736 -0.2358 1.430 0.690 0.723 -1.57
C -2.4957 -0.2708 0.5220 0.065 0.007 -0.002 -1.70
N -0.0801 -1.1922 0.2625 0.108 1.596 -0.039 -0.72
H 0.5103 -0.8023 1.1821 -0.892 -0.413 -0.776 0.52
H -0.5065 -2.1131 0.3190 -0.012 0.130 0.386 0.32
H -1.8279 -1.4563 -1.8777 0.005 -0.038 -0.004 0.38
H -0.6362 -0.2529 -2.4139 0.018 -0.001 0.020 0.42
H -2.3350 0.1821 -2.2842 0.035 0.040 0.143 0.40
H -1.3386 2.0484 0.3854 -0.133 -0.069 -0.012 0.34
H -2.2493 -0.0283 1.5551 0.002 0.003 0.005 0.42
H 0.3885 1.3170 0.3296 -1.334 0.052 -0.706 0.41
H -0.4762 1.8584 -1.1715 -0.207 -0.043 -0.142 0.35
H -2.7870 -1.3203 0.4609 0.021 -0.015 -0.004 0.40
H -3.3641 0.3280 0.2363 0.081 0.031 -0.049 0.41
N 1.6742 0.0891 1.8965 2.195 -0.940 -1.507 -0.57
N 3.2567 -0.5156 0.0478 -0.305 0.305 -0.668 -0.73
C 2.5877 0.6128 -0.1238 0.298 -0.475 0.948 -0.04
N 1.7705 1.0669 0.8241 0.138 -0.161 0.075 -0.66
H 2.6577 -0.5072 1.6755 -2.442 1.413 1.165 0.42
H 1.6113 0.6527 2.7390 0.373 -0.457 0.063 0.18
H 0.7008 -1.2875 -0.3909 -0.097 0.127 -0.205 0.32
H 3.8832 -0.6957 -0.7287 0.021 0.014 0.111 0.17
H 2.6806 1.2635 -0.9944 -0.020 -0.062 -0.041 0.41
```
Positions in Å, forces in eV/Å.

Values from the calculation:
HOMO-LUMO gap	0.280	Ha
energy relative to the best compared isomer or geometry (same formula, charge and spin)	94.6	kcal per mole